Density functional theory data (wB97M-V/def2-TZVPD) for a structure of composition C29H50F2O25S7 at a distorted geometry.

Last column: Löwdin charge in e.
CARTESIAN COORDINATES (ANGSTROEM)
F  1.81147  -5.91023  -0.23503  0.05
C  0.67784  -5.50440  0.39623  -0.32
C  -0.33011  -5.07586  -0.40413  -0.01
C  -1.51791  -4.69722  0.21584  -0.05
C  -1.58181  -4.59877  1.60502  -0.08
C  -0.51091  -5.02253  2.35275  -0.10
C  0.62919  -5.52385  1.75385  -0.03
H  -0.18828  -5.09358  -1.49702  0.13
H  -2.35635  -4.39733  -0.35432  0.08
H  -2.49077  -4.24061  2.13959  0.12
H  -0.52899  -4.92144  3.45516  0.10
H  1.57744  -5.75565  2.28828  0.13
F  2.31499  -0.64327  3.33350  0.02
C  2.13024  -1.89465  3.90435  -0.25
C  0.90908  -2.12010  4.51500  -0.02
C  0.76327  -3.28191  5.17519  -0.11
C  1.71427  -4.30818  5.16087  -0.07
C  2.88393  -4.08457  4.42772  -0.07
C  3.06705  -2.87271  3.77748  -0.02
H  0.08560  -1.44170  4.40608  0.11
H  -0.07303  -3.40034  5.82288  0.11
H  1.51520  -5.25327  5.63529  0.11
H  3.59541  -4.85435  4.23132  0.10
H  3.95827  -2.62920  3.19151  0.13
C  -5.19662  -0.94855  3.29487  -0.13
C  -5.76326  -0.02421  4.31967  -0.18
O  -5.47846  1.30368  3.89652  -0.17
S  -4.23657  1.25329  2.91370  0.51
O  -3.18296  1.97310  3.43603  -0.18
O  -4.73228  1.53001  1.63172  -0.20
O  -3.91630  -0.28004  2.98066  -0.20
H  -5.76263  -1.04774  2.36542  0.14
H  -5.00728  -1.92404  3.76991  0.14
H  -5.26204  -0.18221  5.28367  0.14
H  -6.84940  -0.13115  4.29708  0.14
C  -1.92354  -2.44790  -2.48547  -0.15
C  -2.66311  -2.12653  -3.78894  -0.12
O  -4.13198  -1.94604  -3.45035  -0.20
S  -4.33571  -2.76316  -2.09180  0.52
O  -4.41838  -4.15103  -2.40951  -0.23
O  -5.32465  -2.09829  -1.36501  -0.21
O  -2.96913  -2.45167  -1.43501  -0.22
H  -1.15653  -1.69285  -2.22206  0.11
H  -1.51636  -3.46881  -2.64126  0.12
H  -2.66213  -2.96615  -4.49913  0.13
H  -2.32405  -1.18476  -4.25151  0.13
C  1.93956  2.60105  -2.49658  -0.15
C  1.11059  1.53177  -3.03166  -0.15
O  1.03805  1.59061  -4.53874  -0.20
S  2.17988  2.70286  -5.00519  0.56
O  1.45006  3.87058  -5.35185  -0.23
O  3.15921  2.16505  -5.80152  -0.21
O  2.88416  2.92852  -3.61111  -0.19
H  2.55597  2.24291  -1.64181  0.13
H  1.43669  3.48877  -2.17036  0.10
H  0.12388  1.52752  -2.59272  0.11
H  1.52431  0.55585  -2.89252  0.11
C  2.46850  -2.90534  -7.09635  -0.17
C  3.03466  -1.55921  -6.51285  -0.11
O  2.37561  -1.33472  -5.22856  -0.20
S  1.50918  -2.59873  -4.89845  0.63
O  0.20195  -2.26362  -4.41772  -0.22
O  2.38592  -3.48947  -4.20076  -0.22
O  1.21662  -3.19230  -6.43857  -0.19
H  3.21904  -3.71405  -6.86141  0.14
H  2.17332  -2.72139  -8.16075  0.14
H  2.77711  -0.72695  -7.16491  0.13
H  4.09874  -1.62856  -6.31310  0.13
O  -0.67096  3.67958  -1.26977  -0.28
S  -1.74619  3.96253  -0.34814  0.62
O  -1.60552  3.45819  0.99465  -0.28
O  -2.07982  5.52636  -0.42636  -0.24
C  -0.91332  6.26865  -0.10251  -0.29
C  -1.05445  6.71816  1.31839  -0.06
C  -3.37372  3.38154  -0.89596  -0.09
H  -0.84163  7.11751  -0.77039  0.13
H  -0.07170  5.61823  -0.31517  0.08
H  -1.91846  7.34171  1.33113  0.07
H  -0.15857  7.29589  1.58221  0.08
H  -1.17163  5.83613  1.96489  0.08
H  -4.07091  3.88734  -0.22842  0.07
H  -3.50346  2.29720  -0.70589  0.07
H  -3.55986  3.69959  -1.90854  0.06
O  0.88512  0.97052  0.12029  -0.28
S  -0.29100  0.14054  0.25744  0.58
O  -1.38128  0.46609  -0.62672  -0.27
O  0.02273  -1.41794  0.08937  -0.27
C  1.43439  -1.91919  0.54607  -0.15
C  2.23134  -2.40938  -0.64605  -0.04
C  -0.80331  0.23397  1.93573  -0.10
H  1.14053  -2.66100  1.28536  0.10
H  1.95619  -1.13464  1.02330  0.08
H  3.00848  -3.09138  -0.27275  0.09
H  2.63891  -1.58860  -1.19577  0.07
H  1.67903  -3.07886  -1.31020  0.07
H  -1.13676  1.23878  2.14131  0.05
H  -0.00823  -0.08890  2.60737  0.05
H  -1.64696  -0.41838  1.90380  0.05
O  3.34549  4.23753  -0.41583  -0.27
S  3.21621  5.13686  0.69971  0.57
O  2.18734  6.16124  0.59895  -0.27
O  2.95204  4.23002  1.92156  -0.25
C  1.80561  3.42141  1.87423  -0.27
C  1.79255  2.35249  2.93475  -0.04
C  4.71887  5.79305  1.24366  -0.13
H  1.64385  3.03043  0.85962  0.10
H  0.98530  4.12706  2.14351  0.13
H  2.38918  2.81750  3.68848  0.08
H  2.18328  1.44481  2.55816  0.05
H  0.78060  2.33729  3.28176  0.08
H  4.94604  6.48432  0.40295  0.09
H  5.51220  5.08339  1.51496  0.09
H  4.44775  6.24189  2.19577  0.07

Highest occupied orbital energy in eV: -9.58
LUMO in Ha: 0.0024
Multiplicity: 1
DFT total energy in eV: -163346.5149



Density functional theory data (wB97M-V/def2-TZVPD) for a cluster of 3 separate species, C29H50FN2O in total at a distorted geometry.

Last column: Löwdin charge in e.
CARTESIAN COORDINATES (ANGSTROEM)
C  3.15555  -1.07271  2.27614  -0.11
O  2.42215  -2.10336  1.64658  -0.19
C  2.39363  -1.95901  0.23884  -0.24
C  2.95518  -3.21018  -0.44415  -0.14
C  4.40974  -3.01128  -0.94807  -0.18
C  4.40582  -2.66041  -2.43191  -0.11
C  5.65533  -1.96449  -2.91365  -0.14
N  6.27044  -1.15885  -2.08751  0.23
N  7.35401  -0.52572  -2.53040  -0.08
C  7.97216  0.40970  -1.58032  -0.04
C  7.34106  1.78937  -1.66488  -0.20
C  7.89020  2.79132  -0.86528  -0.04
C  7.35055  4.06882  -0.89953  -0.05
C  6.26217  4.36886  -1.71914  -0.02
C  5.70368  3.37003  -2.51115  -0.26
C  4.51684  3.63678  -3.39449  -0.04
C  6.25566  2.08411  -2.48371  -0.01
C  7.82007  -0.68212  -3.74899  0.02
C  7.22703  -1.52680  -4.66445  0.10
C  6.11298  -2.17869  -4.22893  -0.19
F  5.46875  -2.99829  -5.00737  0.18
H  2.82064  -0.08910  1.94822  0.09
H  4.21543  -1.20557  2.05336  0.08
H  3.02816  -1.10373  3.35114  0.09
H  1.36816  -1.79975  -0.09284  0.11
H  2.96251  -1.06805  -0.03222  0.11
H  2.96034  -3.97566  0.32227  0.12
H  2.30553  -3.51448  -1.25767  0.11
H  4.85022  -2.22192  -0.35243  0.09
H  4.97406  -3.91957  -0.76568  0.12
H  4.29616  -3.57070  -3.00842  0.13
H  3.55929  -2.01191  -2.65011  0.14
H  7.73974  -0.00180  -0.60557  0.14
H  9.03730  0.43949  -1.76126  0.14
H  8.72520  2.59346  -0.21062  0.12
H  7.79037  4.83201  -0.27891  0.11
H  5.85071  5.36330  -1.74577  0.12
H  4.11779  4.62984  -3.23945  0.08
H  3.73223  2.92332  -3.15197  0.08
H  4.77910  3.48218  -4.43614  0.09
H  5.78900  1.34265  -3.11428  0.11
H  8.69200  -0.11187  -4.02200  0.16
H  7.61176  -1.65414  -5.66026  0.15
C  -0.84876  -0.26778  2.08577  -0.10
C  -1.07233  -0.03618  0.59520  -0.28
C  -2.11841  1.02923  0.27428  -0.23
C  -3.52649  0.71574  0.78112  -0.23
C  -4.11330  -0.60129  0.27709  -0.26
C  -4.27679  -0.65478  -1.23923  -0.11
H  -1.75166  -0.63159  2.57729  0.07
H  -0.06656  -1.01559  2.23222  0.06
H  -0.53625  0.65154  2.58630  0.08
H  -1.34678  -0.98497  0.12421  0.10
H  -0.12251  0.26817  0.14212  0.09
H  -2.14541  1.18518  -0.80810  0.10
H  -1.79844  1.98270  0.70656  0.11
H  -4.18974  1.53520  0.48753  0.11
H  -3.52761  0.70887  1.87490  0.10
H  -5.09256  -0.73883  0.74204  0.08
H  -3.49827  -1.44205  0.61019  0.10
H  -4.91778  0.15642  -1.58992  0.08
H  -4.73383  -1.59691  -1.54457  0.07
H  -3.31701  -0.57534  -1.75300  0.06
C  -11.18579  0.88512  2.86161  -0.11
C  -10.11973  0.49758  3.88257  -0.27
C  -8.76478  1.15578  3.62803  -0.23
C  -8.11222  0.78913  2.29428  -0.23
C  -7.88637  -0.70603  2.07798  -0.27
C  -6.94912  -1.33377  3.10593  -0.11
H  -10.91525  0.56568  1.85402  0.06
H  -12.14141  0.41997  3.10620  0.07
H  -11.33390  1.96665  2.84563  0.07
H  -10.01296  -0.59028  3.90588  0.10
H  -10.46248  0.79043  4.87816  0.10
H  -8.08771  0.90115  4.44834  0.10
H  -8.88568  2.24280  3.66648  0.11
H  -7.14894  1.30639  2.22693  0.10
H  -8.71828  1.17865  1.47155  0.10
H  -7.46338  -0.84859  1.07923  0.09
H  -8.84141  -1.23757  2.08062  0.10
H  -5.97585  -0.83711  3.09667  0.06
H  -6.78903  -2.39008  2.88434  0.07
H  -7.35389  -1.26873  4.11653  0.07

Highest occupied orbital energy in eV: -11.84
LUMO in Ha: -0.1694
Multiplicity: 1
Total charge: +1
Energy relative to the best compared isomer or geometry (same formula, charge and spin) in kcal per mole: 0.00
DFT total energy in eV: -38622.1854